Record 1
DFT (ωB97M-V/def2-TZVPD) results for a cluster of 2 separate species, C5H10NO2 in total at a distorted geometry.

Geometry as ORCA input:
```
! wB97M-V def2-TZVPD RIJCOSX def2/J DEFGRID3
* xyz -1 1
O -1.18479 -2.22331 -1.64795
O 0.15027 2.43136 -0.15936
N 1.45476 -0.50668 1.74914
C 0.57992 1.84012 0.88367
C -0.51185 -0.39020 0.50493
C -1.01297 -0.01730 -0.79984
C -1.21127 -1.00333 -1.81004
C 0.92079 0.21597 0.78806
H -1.57595 -0.62192 -2.78577
H -1.30607 1.00453 -0.98307
H -0.16525 1.81356 1.71081
H -0.34090 -1.46549 0.52200
H 1.96620 -3.13368 0.52159
H 1.46120 0.10040 -0.19058
H 1.46506 -2.74661 0.13926
H 1.51447 2.28099 1.29312
H -1.16626 -0.18761 1.36506
H 2.41978 -0.24832 1.96532
*
```

- E (a.u.) = -401.567098
- maximum force (eV Å⁻¹) = 3.4
- HOMO level (eV) = -3.148
- ΔE to the lowest compared entry with this formula, charge and spin (kcal per mole) = 162.98
- E_LUMO (eV) = 2.123
- frontier orbital gap (Eh) = 0.194

---

Record 2
DFT (ωB97M-V/def2-TZVPD) results for the ion C5H10NO2 with charge -1 at a distorted geometry.

Geometry as ORCA input:
```
! wB97M-V def2-TZVPD RIJCOSX def2/J DEFGRID3
* xyz -1 1
O 0.94805 -1.64661 -1.59396
O 0.43686 1.12646 -1.56694
N 0.50473 1.24439 0.76797
C 0.02358 -0.01073 1.29157
C -0.25194 1.56657 -0.61478
C -0.02133 -1.95805 -0.55878
C 0.48222 -1.32544 0.64948
C -1.29581 2.50141 -0.56088
H -1.08251 0.09738 1.66934
H -0.99055 -1.67961 -1.02279
H -1.90534 2.94677 -1.23279
H 1.51372 1.23004 0.70805
H -1.64341 2.95877 0.32177
H 0.63253 -0.82119 -1.90650
H -0.08435 -3.08298 -0.55447
H 1.59560 -1.12028 0.59570
H 0.57844 0.05864 2.22578
H 0.55951 -2.08555 1.38224
*
```

- E (a.u.) = -401.683614
- maximum force (eV Å⁻¹) = 4.0
- HOMO level (eV) = -2.655
- ΔE to the lowest compared entry with this formula, charge and spin (kcal per mole) = 89.86
- E_LUMO (eV) = 3.992
- frontier orbital gap (Eh) = 0.244

---

Record 3
DFT (ωB97M-V/def2-TZVPD) results for a cluster of 2 separate species, C5H10NO2 in total at a distorted geometry.

Geometry as ORCA input:
```
! wB97M-V def2-TZVPD RIJCOSX def2/J DEFGRID3
* xyz 1 1
O 4.06251 0.11069 0.55255
O -0.01282 2.40598 0.24826
N -0.51144 -0.41747 0.21497
C 3.02573 0.35848 0.90772
C -0.10516 -1.73123 0.81636
C 0.35481 1.63442 -0.80257
C 0.28311 0.29862 -0.80997
C -1.91149 -0.45779 -0.32474
H -2.66655 -1.06310 0.28666
H -0.59778 0.14366 1.04255
H 0.92604 -1.76367 0.84690
H -0.41087 -1.71888 1.79323
H -1.87150 -0.87276 -1.43103
H -0.39636 -2.61016 0.23428
H 0.66424 -0.29219 -1.75109
H 1.08796 2.12205 -1.53989
H 0.37904 3.28640 0.06738
H -2.29948 0.56695 -0.35156
*
```

- E (a.u.) = -401.430452
- maximum force (eV Å⁻¹) = 2.9
- HOMO level (eV) = -13.954
- ΔE to the lowest compared entry with this formula, charge and spin (kcal per mole) = 59.33
- E_LUMO (eV) = -2.884
- frontier orbital gap (Eh) = 0.407